Entry from the Open Molecules 2025 dataset: C27H35F24IN2O5Si2 as an isolated structure (ωB97M-V/def2-TZVPD).

```
96
C27H35F24IN2O5Si2 (ωB97M-V/def2-TZVPD)
C 1.953 -3.719 3.981
C 2.923 -4.359 2.969
C 4.330 -3.754 2.931
C 4.461 -2.424 2.197
N 3.940 -1.281 2.975
Si 3.041 -0.039 2.199
C 2.739 1.397 3.379
C 3.897 1.964 4.206
C 3.415 3.151 5.047
O 4.489 0.980 5.041
O 3.850 0.413 0.816
Si 5.462 0.748 0.782
I 5.861 2.884 -0.313
C 1.341 -0.598 1.603
C 1.165 -1.784 0.889
C -0.104 -2.175 0.498
C -1.173 -1.354 0.828
N -1.049 -0.199 1.475
C 0.184 0.148 1.846
H 2.484 -3.157 4.752
H 1.217 -3.075 3.500
H 1.392 -4.495 4.504
H 3.034 -5.410 3.247
H 2.486 -4.370 1.968
H 4.683 -3.610 3.957
H 5.001 -4.468 2.448
H 5.530 -2.254 2.023
H 4.002 -2.486 1.205
H 3.543 -1.577 3.855
H 1.987 1.030 4.094
H 2.247 2.208 2.834
H 4.688 2.345 3.557
H 4.198 3.481 5.727
H 3.125 3.976 4.392
H 2.519 2.866 5.606
H 3.845 0.749 5.722
H 6.174 -0.294 0.024
H 6.018 0.834 2.141
H 2.006 -2.416 0.629
H -0.277 -3.092 -0.049
H -2.175 -1.649 0.532
H 0.261 1.092 2.375
C -3.589 1.246 -2.140
C -3.390 -0.248 -2.405
C -1.958 -0.727 -2.638
F -1.419 -0.166 -3.737
F -1.965 -2.073 -2.821
F -4.194 -0.669 -3.403
F -3.789 -0.883 -1.260
O -3.995 2.050 -3.233
C -3.098 2.632 -4.079
C -3.260 2.133 -5.521
F -3.120 0.794 -5.579
F -2.300 2.697 -6.288
F -1.830 2.501 -3.653
F -3.377 3.962 -4.111
H -4.428 1.297 -1.455
H -2.733 1.673 -1.616
H -1.334 -0.501 -1.769
H -4.243 2.412 -5.904
C -6.440 5.609 -0.033
C -6.045 7.020 0.421
C -4.876 7.696 -0.301
F -3.738 6.992 -0.141
F -4.692 8.925 0.229
F -5.844 7.043 1.753
F -7.128 7.809 0.146
O -5.942 4.526 0.730
C -4.740 3.944 0.462
C -3.759 4.046 1.638
F -3.557 5.333 1.976
F -2.578 3.510 1.256
F -4.192 4.401 -0.679
F -4.961 2.612 0.282
H -7.518 5.565 0.114
H -6.255 5.473 -1.099
H -5.091 7.800 -1.368
H -4.149 3.498 2.498
C 2.367 -3.750 -2.819
C 2.215 -4.864 -1.773
C 2.675 -6.273 -2.155
F 1.966 -6.741 -3.200
F 2.470 -7.093 -1.099
F 0.949 -4.904 -1.314
F 3.028 -4.499 -0.729
O 1.215 -3.399 -3.551
C 0.866 -4.020 -4.719
C -0.503 -4.705 -4.607
F -0.499 -5.601 -3.599
F -0.758 -5.359 -5.762
F 1.816 -4.874 -5.145
F 0.735 -3.060 -5.663
H 2.586 -2.857 -2.234
H 3.228 -3.930 -3.463
H 3.740 -6.277 -2.403
H -1.276 -3.956 -4.428
```

Properties
HOMO, eV: -9.2
Maximum force, Eh/bohr: 0.016
Frontier orbital gap, eV: 9.52